Entry 1:
C22H66N6O7P2S5 | the ωB97M-V functional and the def2-TZVPD basis

```
! RIJCOSX wB97M-V def2-TZVPD def2/J DEFGRID3
* xyz -1 2
O 4.54710 0.88665 2.12315
P 3.53255 -0.14196 1.71895
N 4.13704 -1.76545 1.76720
C 5.45844 -2.13447 2.33571
C 3.32662 -2.97274 1.74244
N 2.99552 0.03960 0.15905
C 3.68142 0.83938 -0.88025
C 1.81894 -0.61297 -0.31283
N 2.16826 -0.15855 2.77317
C 2.21610 -0.69687 4.16685
C 1.14720 0.78010 2.55566
H 6.01886 -1.42022 1.73249
H 5.85406 -3.14990 2.31382
H 5.49097 -1.96042 3.41123
H 2.41185 -2.74296 1.19611
H 3.07646 -3.23475 2.77049
H 3.90110 -3.73696 1.21894
H 4.34659 1.48407 -0.30578
H 4.38633 0.23883 -1.45518
H 3.18557 1.53052 -1.56183
H 1.33857 -0.37566 -1.26206
H 2.26595 -1.58617 -0.51569
H 1.09365 -0.71702 0.49416
H 3.20701 -1.07451 4.41899
H 2.19581 0.06827 4.94290
H 1.30480 -1.24865 4.39743
H 0.14608 0.35181 2.50633
H 1.31395 1.34325 1.63743
H 1.17313 1.46040 3.40691
O -0.86748 -5.96309 -0.01374
P -1.13162 -5.06020 -1.12520
N -1.26351 -3.39311 -0.83765
C -0.92940 -2.91309 0.53162
C -1.38618 -2.36882 -1.81859
N -2.42191 -5.30956 -2.18368
C -3.49862 -6.23357 -1.78485
C -2.78064 -4.52901 -3.38903
N 0.10424 -5.19427 -2.32162
C 1.41209 -4.52644 -2.02900
C 0.27164 -6.38078 -3.21761
H 0.15471 -3.00530 0.59701
H -1.52678 -3.61029 1.11913
H -1.36296 -1.92592 0.69167
H -0.54954 -1.67328 -1.75250
H -2.34156 -1.85744 -1.93622
H -1.26350 -2.83769 -2.79491
H -4.29314 -5.74884 -1.21750
H -3.92428 -6.92799 -2.50922
H -3.08264 -6.85983 -0.99564
H -3.24050 -3.56703 -3.16268
H -1.87600 -4.52481 -3.99706
H -3.53356 -5.08749 -3.94519
H 2.04427 -5.14511 -1.39205
H 2.13187 -4.47440 -2.84589
H 1.37842 -3.45604 -1.82596
H -0.66151 -6.85817 -3.51662
H 0.85949 -7.16849 -2.74640
H 0.84846 -6.28837 -4.13785
C -0.46691 7.44131 -1.58366
S 0.13159 6.61383 -3.10808
O -0.53482 5.28668 -2.97846
C -0.61593 7.64377 -4.37579
H 0.25886 7.39507 -0.77173
H -1.38224 7.00988 -1.17854
H -0.86368 8.44407 -1.74223
H -0.06347 8.55291 -4.13842
H -1.69293 7.75519 -4.50137
H -0.43292 7.24665 -5.37425
C -3.75070 0.25487 3.80067
S -2.66327 0.71649 5.19430
O -3.57911 1.33337 6.29511
C -2.30796 -1.09100 5.77655
H -3.08476 0.46871 2.96468
H -4.50182 1.04449 3.82164
H -4.05597 -0.78599 3.90791
H -1.75327 -1.06356 6.71445
H -1.88168 -1.62232 4.92562
H -3.34243 -1.37971 5.96261
C -1.44521 2.09876 -1.69861
S -2.56505 2.15661 -0.23977
O -2.66228 0.76484 0.42984
C -1.50944 3.14226 0.86423
H -1.19705 3.12306 -1.97667
H -2.07629 1.46741 -2.32411
H -0.52124 1.55351 -1.50608
H -0.48429 3.13796 0.49390
H -1.52539 2.81610 1.90417
H -1.85468 4.16337 1.02626
C 1.21494 -1.39211 -7.00687
S 0.87776 -1.25393 -5.19781
O 0.02374 -2.46706 -5.00452
C -0.38932 0.16003 -5.38618
H 2.14878 -0.85712 -7.17951
H 0.33307 -1.09073 -7.57217
H 1.45484 -2.45221 -7.08884
H -0.80229 0.06176 -4.38223
H -1.09574 -0.10209 -6.17381
H 0.04420 1.15683 -5.46700
C -0.48049 6.87287 6.47745
S -0.97776 7.57820 4.83189
O -2.46105 7.28760 4.64968
C -0.43625 6.15497 3.77209
H -1.14607 6.19152 7.00742
H -0.51098 7.76406 7.10430
H 0.52187 6.44607 6.44269
H -0.11993 5.27675 4.33491
H 0.39957 6.66745 3.29579
H -1.18432 5.90431 3.01999
*
```

The value obtained for the highest occupied orbital energy (alpha / beta) is 0.37 / -6.57 eV. Its expectation value of S² is 0.75. Its LUMO energy (alpha / beta) is 1.980 / 2.066 eV. Its molar mass is 749.09 g mol⁻¹.

***

Entry 2:
C22H66O11S | the ωB97M-V functional and the def2-TZVPD basis

```
! RIJCOSX wB97M-V def2-TZVPD def2/J DEFGRID3
* xyz 0 1
C -3.81482 -2.58417 -0.63040
C -2.64882 -3.59217 -0.45040
O -3.25882 -4.88017 -0.40740
H -3.45782 -1.52817 -0.49340
H -4.47482 -2.55017 0.11460
H -4.31182 -2.80317 -1.51840
H -2.34882 -3.47917 0.49960
H -1.79082 -3.55317 -1.07840
H -2.50082 -5.37617 -0.34740
C -2.55082 3.76083 2.65560
C -4.00082 3.81483 2.90160
O -4.17882 4.79883 3.86660
H -2.04382 3.59283 3.80560
H -2.10082 4.97783 2.49760
H -2.18782 3.23683 1.80660
H -4.54982 4.24583 2.04860
H -4.51682 2.87183 3.11760
H -4.84882 5.33283 3.67660
C -1.36682 -0.64417 -4.71240
C -1.78382 -1.31917 -3.39340
O -2.47182 -2.47017 -3.65840
H -0.91782 0.37683 -4.50140
H -2.12682 -0.57317 -5.37640
H -0.71582 -1.33217 -5.23340
H -2.47382 -0.78817 -2.75340
H -0.96982 -1.11917 -2.76740
H -3.18682 -2.29117 -4.16840
C -0.50982 1.27183 -1.25640
C -0.30482 -0.03617 -0.36140
O 0.17618 0.63583 0.84460
H 0.54618 1.46983 -1.48940
H -1.01982 2.04083 -0.60340
H -1.18082 1.33483 -2.21840
H 0.44518 -0.83117 -0.57740
H -1.18682 -0.36617 -0.27840
H 1.00218 0.75183 0.76160
C -2.77082 -0.68917 3.09960
C -2.51382 -1.65017 4.27660
O -3.30782 -1.30317 5.47360
H -3.65482 -0.71317 2.42560
H -2.03282 -0.79017 2.33460
H -2.55482 0.30583 3.66760
H -1.49582 -1.58717 4.57660
H -2.62682 -2.84517 3.92360
H -3.19682 -1.95117 6.14460
C 0.89918 4.72883 0.93360
C 1.85318 4.10083 -0.11840
O 2.86118 3.53883 0.68860
H 0.64918 3.95783 1.64260
H -0.07282 5.07983 0.60060
H 1.47418 5.44483 1.53960
H 2.16918 4.64283 -0.90940
H 1.36218 3.37983 -0.74740
H 2.97818 2.70183 0.49460
C 1.58518 -3.02517 1.71160
C 0.81418 -4.26117 1.80960
O 0.79618 -4.93317 0.65160
H 2.58018 -3.48717 1.68060
H 1.73418 -2.13017 2.42860
H 1.52018 -2.39017 0.70660
H -0.30882 -4.08917 2.01060
H 0.93318 -5.10317 2.67360
H 0.17218 -5.55517 0.55460
C 1.19118 0.33583 4.27260
C 1.84718 -0.77317 5.25560
O 2.47818 -0.02517 6.32860
H 1.79218 1.14183 4.00760
H 0.39618 0.83483 4.82960
H 0.76318 -0.38917 3.40560
H 2.63218 -1.30417 4.72260
H 0.89518 -1.39717 5.60460
H 1.89218 0.17883 7.03060
C 0.82918 -3.85017 -3.71840
C 1.71018 -3.71117 -2.38840
O 3.04418 -3.26417 -2.66040
H 0.65218 -2.74817 -4.04740
H -0.04182 -4.32417 -3.40440
H 1.44418 -4.38517 -4.45340
H 1.72318 -4.69417 -1.87640
H 1.14318 -2.96317 -1.70440
H 3.48518 -3.09817 -1.80640
C 1.36218 3.29883 -4.27640
C 0.06218 4.08783 -4.12140
O 0.48318 5.31983 -4.10640
H 1.27718 2.13083 -4.43640
H 2.13618 3.24983 -3.60040
H 2.07518 3.51283 -5.13340
H -0.24282 3.88983 -3.23740
H -0.58482 3.64783 -4.91240
H -0.10082 5.73383 -4.67840
C 5.38818 0.71483 -0.84340
S 3.74518 0.08383 -0.81240
O 2.93918 1.14183 -0.03640
C 3.42518 0.29083 -2.57040
H 5.71218 0.89583 0.11360
H 5.44418 1.68283 -1.43740
H 6.19518 0.05983 -1.24840
H 4.39218 -0.06417 -3.02440
H 3.53518 1.28483 -2.78140
H 2.66418 -0.30017 -2.85040
*
```

The value obtained for the highest occupied orbital energy is -9.39 eV. Its LUMO energy is 0.205 eV. Its molar mass is 538.83 g mol⁻¹.

***

Entry 3:
C22H66O19 | the ωB97M-V functional and the def2-TZVPD basis

```
! RIJCOSX wB97M-V def2-TZVPD def2/J DEFGRID3
* xyz 1 2
C 8.68184 5.77741 -17.54216
C 8.34567 4.99667 -18.80549
O 7.01250 5.32347 -19.22949
H 9.57524 5.33427 -17.10220
H 7.96451 5.90431 -16.73133
H 8.91318 6.79371 -17.86108
H 8.36028 3.91359 -18.68375
H 9.12197 5.12466 -19.55988
H 6.94545 6.28014 -19.27304
C 1.11806 1.18393 -24.65758
C 0.18909 1.19817 -23.47223
O -0.55045 2.41351 -23.46473
H 1.41581 0.19479 -25.00550
H 2.04342 1.72549 -24.46131
H 0.69301 1.58299 -25.57856
H 0.71498 1.01836 -22.53457
H -0.50235 0.36267 -23.58158
H -1.13513 2.34243 -22.70664
C 3.00520 2.84273 -21.82799
C 4.48529 3.16490 -21.44240
O 4.46425 4.42959 -20.94546
H 2.89999 1.84627 -22.25709
H 2.66510 3.53567 -22.59758
H 2.42099 2.94032 -20.91297
H 5.10815 3.04892 -22.32936
H 4.84677 2.47726 -20.67782
H 5.31520 4.56816 -20.52322
C 2.92184 7.29385 -20.60730
C 1.77651 8.37455 -20.32689
O 0.86675 8.47350 -21.40671
O 2.39523 5.98204 -20.59545
H 3.67813 7.32092 -19.82284
H 3.40714 7.40983 -21.57640
H 2.36441 9.28952 -20.25409
H 1.10984 8.22822 -19.47704
H 0.22870 7.76492 -21.29536
H 3.12875 5.40496 -20.82024
C -1.65008 5.65881 -20.46437
C -0.77515 4.42854 -20.18059
O 0.26473 4.81387 -19.26456
O -1.08826 6.68487 -21.22115
H -2.01339 6.06793 -19.52165
H -2.52561 5.27620 -20.98893
H -0.31487 4.01794 -21.07928
H -1.40084 3.69482 -19.67239
H 0.88282 5.36667 -19.74828
H -1.68826 7.34815 -21.56995
C 7.29857 0.83636 -20.00316
C 8.15381 1.86083 -20.69420
O 8.70503 1.27602 -21.93016
O 7.95325 -0.26643 -19.48642
H 6.48683 0.56947 -20.67990
H 6.77621 1.35850 -19.20153
H 8.94447 2.25783 -20.05752
H 7.53012 2.68528 -21.03974
H 7.96132 1.21953 -22.53456
H 8.23459 -0.77765 -20.24872
C 0.63643 1.56840 -18.26023
C 0.03068 2.23550 -16.98531
O -0.19510 1.25897 -16.03391
O -0.19741 0.65219 -18.92556
H 1.53877 1.00512 -18.02234
H 0.88440 2.34967 -18.97872
H -0.93314 2.70395 -17.18459
H 0.75478 2.96197 -16.61648
H -0.90087 0.65173 -16.26789
H -0.33784 -0.11065 -18.35991
C 3.11012 -1.57615 -18.67374
C 4.42980 -1.00319 -18.97811
O 4.20140 0.37746 -19.28689
O 2.20056 -1.37852 -19.75332
H 2.67634 -1.22296 -17.73821
H 3.30558 -2.62459 -18.44865
H 4.83379 -1.45623 -19.88345
H 5.11918 -1.20693 -18.15875
H 4.32141 0.81609 -18.44144
H 1.96075 -0.46030 -19.60852
C 3.73884 -2.23423 -23.74857
C 3.60688 -0.80925 -23.23472
O 4.57418 -0.41842 -22.19478
O 4.86460 -2.37455 -24.61541
H 2.89777 -2.63759 -24.31249
H 3.88774 -2.96253 -22.95138
H 2.70571 -0.78916 -22.62187
H 3.45844 -0.06221 -24.01447
H 4.07231 -0.12558 -21.43061
H 4.69182 -1.84670 -25.39844
C -0.08171 5.39641 -24.73802
C 1.43057 5.39286 -24.79366
O 1.93697 5.60695 -26.16136
O -0.61444 4.30436 -25.46575
H -0.29449 6.33987 -25.24071
H -0.43772 5.41751 -23.70802
H 1.79982 4.41490 -24.48487
H 1.99649 6.05764 -24.14105
H 1.27090 5.92089 -26.77729
H -0.69954 3.58859 -24.83168
C 3.30002 4.40120 -17.54316
C 4.39284 3.30574 -17.52830
O 3.90086 2.10988 -16.91132
O 2.86684 4.86800 -16.24782
H 2.46659 4.04275 -18.14732
H 3.57627 5.23963 -18.18255
H 5.29609 3.68487 -17.05028
H 4.70503 3.08062 -18.54809
H 3.61476 2.36283 -16.03055
H 2.05901 5.38262 -16.31238
*
```

The energy relative to the best compared isomer or geometry (same formula, charge and spin) is 0.00 kcal per mole. The value obtained for the highest occupied orbital energy (alpha / beta) is -11.40 / -11.40 eV. Its expectation value of S² is 0.76. Its LUMO energy (alpha / beta) is -2.550 / -9.618 eV. Its molar mass is 634.75 g mol⁻¹.

***

Entry 4:
C22H66O20 | the ωB97M-V functional and the def2-TZVPD basis

```
! RIJCOSX wB97M-V def2-TZVPD def2/J DEFGRID3
* xyz -2 1
C 0.09444 -2.15220 -0.85436
C -0.60512 -0.98466 -1.10353
C -0.97730 -0.08016 0.02324
O -1.69993 0.97735 -0.17780
C -0.54794 -0.33283 1.29086
C 0.19652 -1.54967 1.60560
C 0.51215 -2.57376 0.43729
O 1.10156 -3.63590 0.72693
O 0.69862 -1.74495 2.73015
O -0.86017 -0.77515 -2.34145
H 0.44408 -2.82078 -1.63108
H -0.71303 0.33481 2.12485
C -4.45960 2.63535 2.00430
C -4.42114 4.15411 1.78026
O -3.09458 4.62997 1.99637
H -3.99124 2.15425 1.14243
H -5.47774 2.25507 2.10094
H -3.89970 2.32781 2.88162
H -5.20172 4.60021 2.40945
H -4.82878 4.42084 0.80058
H -3.20785 5.28443 2.69139
C -0.96432 0.61284 5.22661
C -2.40931 0.33510 4.88252
O -2.84531 -0.84135 5.58536
H -0.24920 -0.16407 4.96715
H -0.90173 0.89486 6.28063
H -0.64618 1.48474 4.64248
H -2.53433 0.08635 3.82580
H -3.04856 1.20553 5.04689
H -3.01040 -0.51496 6.47640
C 3.25050 -0.08791 -5.47101
C 1.84704 -0.41067 -4.96818
O 2.07519 -0.97342 -3.68132
H 3.87063 0.51785 -4.81195
H 3.21913 0.35722 -6.46690
H 3.74847 -1.05956 -5.52877
H 1.41620 -1.13673 -5.66112
H 1.25058 0.50326 -4.92553
H 1.22959 -1.21128 -3.26278
C 3.39973 2.32151 3.61062
C 2.34355 1.44934 2.89401
O 2.09678 0.34102 3.74249
H 4.06519 1.69133 4.19753
H 2.93020 3.02576 4.30317
H 3.89141 2.97281 2.88615
H 2.69884 1.21406 1.88642
H 1.45271 2.06414 2.74003
H 1.42750 -0.21711 3.28764
C -4.18877 3.77770 -2.19317
C -2.90830 4.33845 -1.60166
O -2.36426 5.27492 -2.53531
H -4.63562 3.19472 -1.37522
H -4.09629 3.06685 -3.01082
H -4.94694 4.53226 -2.41508
H -2.13340 3.60525 -1.38875
H -3.10394 4.77456 -0.61693
H -2.77621 6.13388 -2.42452
C 2.50930 2.73428 -2.67697
C 1.29340 1.95057 -2.22079
O 0.16631 2.79440 -2.09992
H 2.74517 3.47560 -1.90855
H 2.32867 3.31343 -3.58584
H 3.41629 2.14735 -2.82390
H 1.54893 1.44482 -1.28390
H 1.01171 1.14189 -2.89719
H -0.46547 2.31914 -1.54626
C 3.51425 -0.76768 0.21079
C 3.73992 -1.68995 -0.96149
O 4.37205 -1.01734 -2.06246
H 3.12808 0.22514 -0.02676
H 4.48835 -0.51404 0.64787
H 3.00644 -1.24443 1.05154
H 2.81142 -2.10783 -1.35807
H 4.43076 -2.48671 -0.68452
H 3.69409 -0.88113 -2.74245
C -1.85952 -3.34807 -6.40063
C -1.56891 -2.30728 -5.31344
O -1.65651 -2.96156 -4.05796
H -2.85856 -3.78492 -6.33618
H -1.11343 -4.13994 -6.42248
H -1.88535 -2.84303 -7.37204
H -2.27786 -1.47996 -5.36462
H -0.53979 -2.00717 -5.53222
H -1.40058 -2.29380 -3.39399
O 0.95222 -5.24217 2.80171
H 0.75410 -4.48197 2.20773
H 0.93732 -6.00529 2.21727
O -1.52107 -3.09048 4.11182
H -1.19632 -2.49938 3.42137
H -1.97705 -2.51271 4.73621
O 3.63953 -4.22499 0.43254
H 2.74775 -3.80810 0.51902
H 3.51497 -5.11477 0.76949
O -0.55077 3.27312 1.52448
H -0.56142 2.35127 1.22942
H -1.48091 3.47492 1.69508
O 0.03906 -5.54659 -1.10637
H -0.86301 -5.41684 -1.41512
H 0.19547 -4.80920 -0.48700
O -3.88166 0.25038 -2.11925
H -2.98862 0.04260 -2.43113
H -3.74749 0.51249 -1.20114
O 1.65097 -3.16556 4.89593
H 1.63213 -2.46155 5.55208
H 1.21143 -2.77424 4.10833
O 4.12515 -1.58256 3.41178
H 3.84494 -2.22624 4.07217
H 3.43240 -0.89732 3.43512
*
```

The energy relative to the best compared isomer or geometry (same formula, charge and spin) is 18.79 kcal per mole. The value obtained for the highest occupied orbital energy is -3.12 eV. Its LUMO energy is 3.533 eV. Its molar mass is 650.75 g mol⁻¹.